{
  "formula": "C13H11MnNS",
  "method": "ωB97M-V/def2-TZVPD",
  "spin_multiplicity": 6,
  "orbital_gap_ev": [3.448, 3.462],
  "fmax_ev_per_a": 1.9,
  "lumo_energy_ev": [-11.24, -11.23],
  "e_tot_ev": -57285.2163,
  "homo_ev": [-14.692, -14.696],
  "total_charge": 2,
  "elements": ["C", "C", "C", "C", "C", "C", "C", "S", "C", "C", "C", "C", "C", "C", "N", "H", "H", "H", "H", "H", "H", "H", "H", "H", "H", "H", "Mn"],
  "positions_angstrom": [[1.447, -2.981, 1.418], [1.711, -1.705, 0.685], [2.895, -1.562, -0.054], [3.172, -0.408, -0.762], [2.228, 0.579, -0.715], [1.076, 0.529, 0.006], [0.807, -0.630, 0.714], [-0.680, -0.664, 1.625], [-1.709, 0.279, 0.547], [-3.046, -0.068, 0.420], [-3.851, 0.660, -0.436], [-3.318, 1.736, -1.122], [-1.993, 2.092, -0.989], [-1.173, 1.352, -0.162], [0.220, 1.677, -0.019], [0.420, -3.055, 1.750], [1.595, -3.800, 0.721], [2.129, -3.076, 2.256], [3.572, -2.400, -0.066], [4.074, -0.333, -1.347], [2.258, 1.502, -1.265], [-3.406, -0.920, 0.973], [-4.879, 0.366, -0.554], [-3.939, 2.307, -1.793], [-1.607, 2.935, -1.546], [0.381, 2.294, 0.773], [1.615, 3.292, -1.059]]
}